--- a ---
C2HNO3 | ωB97M-V/def2-TZVPD

Each line ends with the Löwdin charge.
Positions of all 7 atoms, in Å:
C -0.12 0.77 0.41  -0.612
C 1.20 -2.02 -0.08  0.025
N -1.16 1.01 -0.43  0.199
O 0.67 1.20 1.15  0.194
O 2.02 -1.66 -0.77  0.063
O -0.50 -0.32 -0.23  0.005
H -2.11 1.00 -0.05  0.125

Properties
HOMO in eV: -11.221
E_LUMO in Ha: 0.021



--- b ---
C2HNO3 | ωB97M-V/def2-TZVPD

Each line ends with the Löwdin charge.
Positions of all 7 atoms, in Å:
C -0.11 0.28 -0.52  -0.121
C -0.76 0.08 -1.93  0.093
N 0.54 -0.52 0.94  -0.326
O 0.62 -1.70 1.03  0.116
O 0.79 0.44 1.62  0.057
O -1.44 0.09 -0.91  0.036
H 0.34 1.32 -0.22  0.144

Properties
HOMO in eV: -10.515
E_LUMO in Ha: -0.007



Most stable: a (next structure +0.1895 hartree)



--- a ---
C4H8Cl2 | ωB97M-V/def2-TZVPD

Each line ends with the Löwdin charge.
Positions of all 14 atoms, in Å:
C 0.23 0.69 -1.21  -0.115
C 0.50 0.65 1.27  -0.141
C -0.74 -1.22 0.00  -0.559
C 0.29 -0.16 0.10  -0.931
Cl -2.43 -0.53 -0.24  0.526
Cl 1.85 -1.16 -0.05  0.606
H 0.15 0.11 -2.08  0.065
H 1.03 1.34 -1.40  0.067
H -0.75 1.20 -1.05  0.063
H 0.26 0.23 2.19  0.064
H -0.24 1.51 1.17  0.119
H 1.54 1.01 1.26  0.089
H -0.70 -1.79 -0.87  0.028
H -1.01 -1.90 0.92  0.118

Properties
HOMO in eV: -10.611
E_LUMO in Ha: 0.030



--- b ---
C4H8Cl2 | ωB97M-V/def2-TZVPD

Each line ends with the Löwdin charge.
Positions of all 14 atoms, in Å:
C -2.37 -0.63 -0.25  -0.108
C -0.92 -0.90 -0.59  -0.360
C 0.08 -0.08 0.22  -1.224
C 0.06 -0.25 1.70  -0.183
H -2.53 -0.91 0.77  0.056
H -3.04 -1.21 -0.90  0.081
H -2.63 0.43 -0.36  0.069
H -0.73 -0.68 -1.63  0.092
H -0.63 -1.94 -0.40  0.110
H -0.87 0.14 2.19  0.100
H 0.89 0.26 2.14  0.063
H 0.16 -1.31 1.99  0.093
Cl 1.71 -0.65 -0.38  0.571
Cl -0.04 1.62 -0.22  0.640

Properties
HOMO in eV: -10.654
E_LUMO in Ha: 0.033



Most stable: b (next structure +0.0291 hartree)



--- a ---
C8H11N | ωB97M-V/def2-TZVPD

Each line ends with the Löwdin charge.
Positions of all 20 atoms, in Å:
C 1.25 -0.37 -0.31  -0.392
C -1.28 -0.56 0.18  0.019
C -0.64 0.60 1.04  -0.005
C -0.15 0.33 -0.37  -0.360
C -0.53 -0.79 1.42  -0.248
C 2.17 -0.25 -1.52  -0.039
C -0.33 1.37 -1.46  -0.038
C -0.88 -1.62 2.58  -0.044
N 1.40 -1.18 0.63  0.164
H -2.20 -0.74 -0.30  0.125
H -0.92 1.46 1.43  0.088
H 2.87 0.48 -1.35  0.038
H 1.77 0.00 -2.45  0.039
H 2.61 -1.30 -1.50  0.103
H 0.58 2.12 -1.46  0.121
H -1.13 1.94 -1.15  0.037
H -0.35 0.83 -2.50  0.120
H 0.18 -1.73 3.01  0.117
H -1.17 -2.63 2.40  0.069
H -1.68 -1.05 3.06  0.091

Properties
HOMO in eV: -7.936
E_LUMO in Ha: 0.031



--- b ---
C8H11N | ωB97M-V/def2-TZVPD

Each line ends with the Löwdin charge.
Positions of all 20 atoms, in Å:
C -0.74 -1.55 0.25  -0.185
C -0.43 -2.96 0.66  -0.072
C -1.10 1.28 -0.74  -0.047
C 0.25 0.70 -0.42  -0.310
C 0.37 -0.66 -0.11  -0.134
C 1.45 1.49 -0.53  -0.155
C 1.53 2.80 -0.77  0.019
C -0.42 -0.47 1.60  -0.217
N -0.57 -0.10 2.68  0.143
H -1.72 -1.35 -0.19  0.134
H 1.37 -1.07 0.00  0.132
H 2.37 0.92 -0.55  0.103
H -0.56 -3.64 -0.18  0.084
H 0.58 -3.09 1.05  0.085
H -1.10 -3.27 1.47  0.089
H -1.74 1.29 0.14  0.084
H -1.05 2.31 -1.10  0.069
H -1.62 0.67 -1.49  0.088
H 0.67 3.45 -0.75  0.046
H 2.47 3.26 -1.01  0.046

Properties
HOMO in eV: -7.578
E_LUMO in Ha: 0.018



Most stable: b (next structure +0.0530 hartree)